(1)
The following is a quantum chemistry calculation of C29H64N5O4PbSbSi as an isolated structure, from OMol25.

Positions of all 105 atoms, in Å:
Pb -0.2864 1.4388 0.4838
N 2.4374 2.8517 -4.0875
C 2.0471 2.9682 -2.6253
C 3.1722 2.3544 -1.7993
C 3.0679 2.6045 -0.2923
N 2.1562 1.6190 0.3627
C 2.7282 4.0566 0.0252
C 1.5942 4.6635 -0.7975
N 0.2764 4.1253 -0.3692
C 1.8183 4.4386 -2.2934
H 2.5700 1.8735 -4.3660
H 3.3194 3.3440 -4.2669
H 1.7355 3.2636 -4.7097
H 1.1247 2.3939 -2.5266
H 4.1187 2.7998 -2.1246
H 3.2460 1.2795 -1.9850
H 4.0666 2.4086 0.1059
H 2.3856 1.6385 1.3565
H 2.4097 0.6569 0.0819
H 3.6237 4.6548 -0.1569
H 2.5109 4.1622 1.0920
H 1.6145 5.7437 -0.6340
H -0.4411 4.4353 -1.0213
H 0.0374 4.5841 0.5072
H 2.7030 5.0151 -2.5819
H 0.9747 4.8400 -2.8618
N -0.1439 -1.3302 2.8802
C 0.0902 -0.3145 3.6782
C 0.2827 -0.5342 5.0823
C 0.5246 0.5444 5.9059
C 0.5645 1.8065 5.3364
C 0.3618 1.9457 3.9326
N 0.1257 0.9480 3.1153
H -0.1141 -2.2820 3.2338
H -0.1166 -1.2606 1.8580
H 0.2469 -1.5452 5.4689
H 0.6847 0.4072 6.9672
H 0.7446 2.6870 5.9386
H 0.4024 2.9368 3.4913
C -5.1096 2.1643 -2.3237
C -5.4853 2.5454 -0.8943
Sb -4.6306 1.2990 0.6139
C -4.6059 2.4812 2.3960
C -6.0444 2.8801 2.7385
C -5.8988 -0.4146 0.8522
C -6.2719 -1.0403 -0.4845
H -5.5026 2.9167 -3.0071
H -5.5344 1.2062 -2.6181
H -4.0295 2.1180 -2.4689
H -6.5605 2.4632 -0.7147
H -5.1649 3.5558 -0.6391
H -3.9749 3.3426 2.1781
H -4.1394 1.8831 3.1774
H -6.5113 3.4677 1.9481
H -6.0305 3.5025 3.6347
H -6.6728 2.0176 2.9572
H -6.7592 0.0141 1.3738
H -5.3833 -1.1025 1.5192
H -6.7477 -0.3280 -1.1577
H -6.9959 -1.8356 -0.3035
H -5.4135 -1.4866 -0.9853
C 3.7882 -2.3078 2.0184
C 3.8363 -1.8344 0.5731
C 4.9189 -0.7845 0.3877
C 4.0700 -3.0125 -0.3604
O 2.5647 -1.1796 0.2717
Si 1.1475 -1.8109 -0.2729
O 0.1540 -0.5029 -0.1551
O 0.6650 -2.9389 0.7934
C -0.1790 -4.1304 0.7261
C -1.6044 -3.7028 0.3995
C 0.3480 -5.1075 -0.3166
C -0.1151 -4.7764 2.1012
O 1.2795 -2.3895 -1.7638
C 0.8610 -2.0388 -3.0952
C -0.6602 -2.0117 -3.1592
C 1.4294 -3.0932 -4.0280
C 1.4351 -0.6614 -3.4333
H 4.7017 -2.8448 2.2708
H 2.9410 -2.9787 2.1652
H 3.6967 -1.4590 2.7021
H 5.8962 -1.1946 0.6362
H 4.7402 0.0755 1.0404
H 4.9515 -0.4447 -0.6510
H 5.0659 -3.4212 -0.1966
H 3.9905 -2.7064 -1.4039
H 3.3385 -3.8040 -0.1848
H -1.6579 -3.2631 -0.5986
H -1.9622 -2.9623 1.1235
H -2.2751 -4.5598 0.4353
H 0.5764 -4.5995 -1.2503
H -0.3966 -5.8785 -0.5110
H 1.2594 -5.5937 0.0330
H -0.4905 -4.1099 2.8858
H 0.9078 -5.0597 2.3468
H -0.7327 -5.6731 2.1233
H -1.0602 -3.0103 -2.9827
H -0.9985 -1.6868 -4.1433
H -1.0619 -1.3352 -2.4009
H 1.0254 -4.0745 -3.7818
H 2.5150 -3.1404 -3.9410
H 1.1704 -2.8702 -5.0631
H 1.0709 0.0711 -2.7042
H 1.1245 -0.3673 -4.4389
H 2.5275 -0.6988 -3.3937

Forces on atoms 1 to 2 (eV/Å):
Pb 0.2284 0.1617 -0.2339
N -0.0278 -0.0107 -0.0473

The calculation puts the orbital gap (alpha / beta) at 6.382 / 5.295 eV. The lowest unoccupied orbital energy (alpha / beta) is -12.48 / -13.56 eV. Its charge is +4. Its relative energy (zero: lowest compared OMol25 entry of this formula, charge and spin) is 0.0 kcal per mole. Its spin multiplicity is 1.

Here are the Mulliken charges for atoms 1 to 4, given in e: number 1, Pb, carries 1.21; number 2, N, carries 0.00; number 3, C, carries 0.38; number 4, C, carries -0.91

(2)
The following is a quantum chemistry calculation of a 8-piece molecular cluster, C29H64O8 overall in a non-equilibrium geometry, from OMol25.

Positions of all 101 atoms, in Å:
C -21.0584 -15.7707 -8.2460
C -19.7276 -15.7896 -9.0130
C -19.2930 -17.2650 -8.7389
O -19.8926 -17.4708 -7.3928
C -20.6119 -16.3852 -6.8738
H -21.7807 -16.4886 -8.6345
H -21.6590 -14.8614 -8.2229
H -19.0875 -15.0214 -8.5792
H -19.8053 -15.6312 -10.0886
H -18.2156 -17.4267 -8.7026
H -19.7250 -17.9019 -9.5108
H -19.9088 -15.8301 -6.2529
H -21.3945 -16.7414 -6.2038
C -20.7175 -9.3155 -3.6306
C -20.6500 -10.7640 -3.9667
C -20.1296 -10.6880 -5.4125
O -19.4492 -9.3976 -5.5673
C -19.8256 -8.4955 -4.6078
H -20.6038 -9.1733 -2.5559
H -21.7552 -8.9820 -3.6248
H -21.6899 -11.0589 -3.8264
H -19.9492 -11.3367 -3.3594
H -20.9019 -10.7644 -6.1779
H -19.3598 -11.4498 -5.5357
H -20.3767 -7.6834 -5.0821
H -18.9563 -8.1126 -4.0733
C -25.5449 -9.7336 -6.4724
C -25.5746 -10.8975 -7.4774
C -25.8947 -10.1689 -8.7188
O -25.3034 -8.8747 -8.6930
C -25.3883 -8.4498 -7.3023
H -24.7285 -10.0468 -5.8216
H -26.3310 -9.7074 -5.7177
H -26.2994 -11.6592 -7.1902
H -24.5878 -11.3389 -7.6168
H -26.9810 -10.0928 -8.7665
H -25.4625 -10.6961 -9.5692
H -26.2333 -7.7654 -7.2274
H -24.6734 -7.7653 -6.8458
C -20.8759 -23.1572 -6.3195
C -21.2174 -24.0648 -7.5202
C -20.2799 -23.5929 -8.6212
O -19.0860 -23.4453 -7.8675
C -19.3426 -22.8830 -6.5148
H -21.0297 -23.7858 -5.4425
H -21.4878 -22.2560 -6.2802
H -22.2642 -24.0204 -7.8207
H -21.0096 -25.1148 -7.3140
H -20.5434 -22.6019 -8.9907
H -20.1312 -24.3113 -9.4274
H -19.0956 -21.8225 -6.4643
H -18.8644 -23.4963 -5.7512
C -21.4425 -11.8836 -12.5669
C -22.1613 -10.5892 -12.9896
C -21.5167 -10.0998 -14.2544
O -20.2238 -10.6456 -14.1793
C -20.2676 -11.8475 -13.4548
H -22.1247 -12.7088 -12.7711
H -21.4035 -12.0038 -11.4843
H -22.1199 -9.7599 -12.2835
H -23.1950 -10.8365 -13.2315
H -21.3455 -9.0433 -14.4607
H -21.9503 -10.3879 -15.2120
H -19.3426 -12.0447 -12.9130
H -20.4406 -12.6232 -14.2008
C -19.7817 -22.0651 -14.0717
C -18.9235 -23.2312 -14.5790
C -19.6844 -23.9569 -15.5701
O -17.6916 -22.7605 -15.1892
H -19.2620 -21.5155 -13.2869
H -20.6930 -22.4752 -13.6363
H -20.1219 -21.3748 -14.8436
H -18.5764 -23.8981 -13.7898
H -20.0941 -23.2179 -16.2587
H -20.5901 -24.4690 -15.2452
H -19.1000 -24.7034 -16.1079
H -17.7778 -23.1858 -16.0455
C -13.2005 -12.7103 -6.3309
C -13.9712 -13.2067 -5.1221
C -15.4531 -12.8723 -5.1578
O -13.9486 -14.6130 -5.0891
H -12.2664 -13.2478 -6.4938
H -13.0272 -11.6394 -6.4369
H -13.6995 -12.9836 -7.2607
H -13.5502 -12.7584 -4.2222
H -15.6463 -11.8072 -5.0295
H -15.9048 -13.4893 -4.3810
H -15.7138 -13.2476 -6.1474
H -13.1337 -14.9281 -5.4868
C -24.9449 -20.3706 -9.7368
C -25.2235 -20.2992 -11.2149
C -24.0806 -19.4370 -11.9136
O -25.2673 -21.5390 -11.8185
H -25.8640 -20.7324 -9.2760
H -24.6041 -19.3776 -9.4434
H -24.1302 -21.0773 -9.5786
H -26.2480 -19.9547 -11.3559
H -23.0648 -19.6357 -11.5717
H -24.2280 -18.3823 -11.6812
H -24.0718 -19.4444 -13.0035
H -25.5558 -22.1204 -11.1111

Forces on atoms 1 to 2 (eV/Å):
C -0.5145 0.2920 1.1161
C -0.4928 -0.7541 -0.1863

The calculation puts the orbital gap at 9.604 eV. The lowest unoccupied orbital energy is 0.24 eV. Its charge is 0. Its relative energy (zero: lowest compared OMol25 entry of this formula, charge and spin) is 81.4 kcal per mole. Its spin multiplicity is 1.

Here are the Mulliken charges for atoms 1 to 4, given in e: number 1, C, carries -0.43; number 2, C, carries -0.50; number 3, C, carries -0.35; number 4, O, carries -0.42

(3)
The following is a quantum chemistry calculation of C29H65F6O21SV2 as an isolated structure in a non-equilibrium geometry, from OMol25.

Positions of all 124 atoms, in Å:
O 21.5589 -14.2027 12.3818
V 22.0700 -14.9075 11.0138
O 23.6725 -14.8578 10.9116
O 23.7491 -8.3901 9.7505
V 23.1179 -8.7709 11.1653
O 24.2231 -9.2586 12.2142
C 19.7895 -11.4643 9.1257
F 19.2670 -12.2087 8.1478
F 19.6052 -10.1381 8.8195
F 19.2703 -11.7530 10.3193
S 21.7382 -11.7028 9.3314
O 22.2376 -11.6344 7.9440
O 22.2631 -10.6573 10.2469
O 21.8716 -13.0357 9.9014
C 22.1385 -5.7359 5.0034
O 21.0747 -6.2934 5.8279
C 20.7231 -7.6489 5.4218
C 19.2575 -7.9471 5.8673
O 18.8198 -9.2898 5.5102
C 17.6552 -9.7080 6.2042
H 21.7577 -5.5291 4.0033
H 23.0503 -6.3332 5.0029
H 22.3298 -4.7345 5.3889
H 21.3785 -8.3873 5.8836
H 20.6559 -7.7808 4.3419
H 18.5085 -7.2410 5.5091
H 19.2659 -7.9159 6.9568
H 17.6265 -10.7972 6.2347
H 16.6789 -9.4488 5.7946
H 17.6033 -9.5444 7.2806
C 22.5717 -13.3608 4.9359
O 21.2635 -13.4206 4.3992
C 20.5795 -12.1792 4.4889
C 19.2649 -12.3369 3.8242
O 19.4394 -12.7101 2.4745
C 18.2361 -13.1458 1.8537
H 22.8727 -14.4071 4.9884
H 22.5305 -13.0060 5.9657
H 23.3201 -12.7422 4.4405
H 21.0433 -11.3708 3.9237
H 20.4108 -11.8036 5.4981
H 18.6886 -11.4177 3.7189
H 18.6473 -13.0357 4.3883
H 18.4186 -13.4052 0.8108
H 17.5350 -12.3128 1.8021
H 17.8054 -14.0164 2.3484
C 19.9810 -12.6288 15.1368
O 19.3061 -12.2209 13.9590
C 17.9039 -11.9915 14.1925
C 17.1396 -11.4638 12.9480
O 17.3256 -10.0674 12.7450
C 16.4311 -9.5051 11.7641
H 21.0490 -12.7529 14.9574
H 19.5908 -13.5456 15.5786
H 19.8636 -11.8683 15.9088
H 17.7699 -11.2922 15.0178
H 17.3607 -12.8925 14.4775
H 16.0937 -11.6852 13.1606
H 17.3500 -12.0268 12.0387
H 16.5407 -8.4223 11.8246
H 15.4090 -9.7373 12.0632
H 16.6362 -9.8600 10.7541
C 20.9119 -7.1172 9.4456
O 21.1093 -7.9679 10.5247
C 20.0439 -7.9837 11.4546
C 20.2264 -8.9994 12.5924
O 21.5759 -9.0326 12.9426
C 21.8786 -10.0449 13.9183
H 19.9352 -7.2842 8.9914
H 21.6700 -7.2683 8.6771
H 20.9979 -6.0977 9.8215
H 19.1218 -8.1598 10.9008
H 19.8857 -7.0219 11.9425
H 19.9771 -10.0217 12.3079
H 19.6811 -8.7148 13.4922
H 21.3965 -9.9099 14.8865
H 22.9364 -9.9213 14.1502
H 21.6980 -11.0450 13.5243
C 26.2438 -13.6247 5.1080
O 25.9056 -13.1800 6.4298
C 25.6842 -11.6993 6.4637
C 25.5138 -11.0973 7.8999
O 26.7357 -11.0737 8.6518
C 26.5408 -10.5573 9.9160
H 25.4478 -13.4825 4.3770
H 26.3902 -14.7044 5.0769
H 27.0994 -13.0548 4.7458
H 24.7326 -11.5215 5.9629
H 26.4514 -11.1475 5.9205
H 24.8038 -11.7170 8.4475
H 24.9841 -10.1448 7.9163
H 25.7907 -11.1271 10.4644
H 26.3479 -9.4845 9.9212
H 27.4213 -10.7415 10.5315
C 23.1791 -15.9541 7.9310
O 22.0923 -15.7005 8.8497
C 20.8831 -15.4373 8.1206
C 19.6506 -15.5932 9.1123
O 19.9211 -15.1045 10.4321
C 18.7789 -15.1976 11.2633
H 23.3428 -15.1335 7.2325
H 23.1017 -16.8717 7.3477
H 24.0551 -16.0936 8.5644
H 20.7097 -16.2147 7.3764
H 20.7534 -14.5020 7.5761
H 19.3380 -16.6364 9.1571
H 18.7971 -15.1228 8.6240
H 17.9568 -14.5746 10.9109
H 18.9102 -14.8279 12.2803
H 18.3589 -16.2033 11.2485
C 15.3427 -12.0201 8.5130
C 15.2847 -13.1940 9.4159
O 13.9256 -13.5519 9.7818
C 13.7962 -14.7377 10.4913
O 14.7088 -15.4846 10.6899
C 12.3204 -15.0751 10.9856
F 11.4156 -14.3215 10.2817
F 12.1264 -16.4130 10.9163
F 12.1752 -14.8023 12.2966
H 14.7001 -11.1767 8.7658
H 15.0152 -12.3490 7.5267
H 16.3537 -11.6331 8.3851
H 15.8303 -13.0453 10.3477
H 15.6985 -14.0309 8.8533

Forces on atoms 1 to 2 (eV/Å):
O 1.4183 -1.7429 -2.1149
V 0.7138 3.3592 0.6285

Its expectation value of S² is 0.755. The calculation puts the orbital gap (alpha / beta) at 5.753 / 2.302 eV. The lowest unoccupied orbital energy (alpha / beta) is -7.08 / -10.53 eV. Its charge is +2. Its spin multiplicity is 2.

Here are the Mulliken charges for atoms 1 to 4, given in e: number 1, O, carries -0.52; number 2, V, carries 1.17; number 3, O, carries -0.55; number 4, O, carries -0.66

(4)
The following is a quantum chemistry calculation of a 7-piece molecular cluster, C29H66F2N2O9PS overall in a non-equilibrium geometry, from OMol25.

Positions of all 110 atoms, in Å:
C 5.3985 1.7346 -2.3244
C 4.9463 3.0677 -1.6312
C 6.1086 3.3957 -0.6177
C 3.6822 2.8591 -0.7587
C 2.3067 2.9585 -1.4906
P 0.9817 3.3391 -0.1410
S -0.2982 4.6768 -0.7639
N 1.9555 1.7849 -2.3437
C 0.5818 1.7937 -2.7551
O -0.2540 1.2248 -2.2129
F 0.2484 2.4542 -3.8571
C 2.1392 0.5338 -1.6747
O 1.9236 0.2820 -0.5729
F 2.6335 -0.4373 -2.4597
C 2.3463 4.2295 -2.4013
C 3.6114 4.3048 -3.3012
C 3.5774 5.7360 -3.9429
C 3.5523 3.3306 -4.5259
N 4.8746 4.2208 -2.5464
O 5.9202 4.3679 -3.2680
H 5.8424 1.1226 -1.5127
H 4.5535 1.1482 -2.7143
H 6.1986 1.8913 -3.0596
H 7.1010 3.2652 -1.0651
H 5.9632 2.7872 0.2918
H 5.9515 4.4468 -0.3034
H 3.8347 1.9319 -0.1819
H 3.6866 3.6800 -0.0147
H 1.7356 3.9208 0.9173
H 0.3609 2.1472 0.3054
H 2.4018 5.1014 -1.7216
H 1.4586 4.3716 -3.0299
H 3.5548 6.5107 -3.1539
H 4.4360 5.8944 -4.6125
H 2.6462 5.8214 -4.5304
H 2.6370 3.4900 -5.1218
H 3.5610 2.2719 -4.2348
H 4.4231 3.5774 -5.1579
C -2.8653 -1.7640 -2.4238
C -2.2961 -2.0576 -3.8032
C -0.9071 -2.6715 -3.7099
O -2.2330 -0.8501 -4.5576
H -2.2368 -1.0471 -1.8869
H -3.8571 -1.3145 -2.5061
H -2.9431 -2.6742 -1.8264
H -2.9619 -2.7373 -4.3385
H -0.2128 -1.9847 -3.2159
H -0.5073 -2.8667 -4.7067
H -0.9248 -3.6096 -3.1510
H -1.6459 -0.2420 -4.0915
C -4.1841 -2.7487 1.0795
C -4.8677 -1.6798 1.9171
C -4.5726 -0.2885 1.3775
O -4.4196 -1.7728 3.2646
H -3.0975 -2.6209 1.0973
H -4.3931 -3.7423 1.4803
H -4.5222 -2.7117 0.0415
H -5.9461 -1.8508 1.9242
H -3.4983 -0.0816 1.4050
H -5.0599 0.4707 1.9940
H -4.9213 -0.1790 0.3484
H -3.4639 -1.6256 3.2702
C -0.4871 -4.6997 3.6385
C -0.3309 -3.2286 3.9925
C 0.7194 -3.0272 5.0726
O -1.5856 -2.7100 4.4376
H -0.8120 -5.2751 4.5101
H -1.2498 -4.8299 2.8683
H 0.4522 -5.1206 3.2744
H -0.0510 -2.6639 3.1005
H 0.4359 -3.5478 5.9925
H 0.8149 -1.9701 5.3227
H 1.6918 -3.3960 4.7500
H -1.8492 -3.1990 5.2259
C -3.9428 -6.2605 -5.0481
C -4.4615 -6.3919 -3.6240
C -4.0737 -5.1860 -2.7827
O -3.9355 -7.5788 -3.0321
H -2.8503 -6.2005 -5.0583
H -4.2195 -7.1356 -5.6383
H -4.3444 -5.3697 -5.5353
H -5.5477 -6.4961 -3.6373
H -2.9854 -5.0889 -2.7177
H -4.4427 -5.2961 -1.7612
H -4.4807 -4.2645 -3.2039
H -2.9745 -7.5000 -3.0145
C 3.5152 -0.4410 3.2282
C 3.9797 -0.5803 4.6709
C 5.4699 -0.3044 4.8009
O 3.6931 -1.8968 5.1404
H 4.0306 -1.1595 2.5839
H 2.4468 -0.6499 3.1475
H 3.7037 0.5654 2.8474
H 3.4220 0.1119 5.3042
H 6.0491 -1.0185 4.2081
H 5.7908 -0.4166 5.8377
H 5.7163 0.7055 4.4667
H 4.1803 -2.5213 4.5896
C -4.1038 3.4178 4.9770
C -3.7772 4.1472 3.6825
C -5.0232 4.7651 3.0668
O -3.1872 3.2371 2.7564
H -4.8086 2.6014 4.7945
H -3.2033 2.9718 5.4029
H -4.5398 4.0954 5.7139
H -3.0388 4.9273 3.8770
H -5.7579 3.9923 2.8222
H -4.7760 5.2765 2.1350
H -5.4866 5.4826 3.7468
H -3.8299 2.5408 2.5747

Forces on atoms 1 to 2 (eV/Å):
C -0.3396 -0.0890 0.7984
C 1.9038 -0.9797 1.2605

Its expectation value of S² is 0.754. The calculation puts the orbital gap (alpha / beta) at 9.139 / 8.582 eV. The lowest unoccupied orbital energy (alpha / beta) is 0.18 / -0.37 eV. Its charge is 0. Its relative energy (zero: lowest compared OMol25 entry of this formula, charge and spin) is 18.9 kcal per mole. Its spin multiplicity is 2.

Here are the Mulliken charges for atoms 1 to 4, given in e: number 1, C, carries -1.52; number 2, C, carries 1.43; number 3, C, carries -1.65; number 4, C, carries -2.23